54
Properties=species:S:1:pos:R:3:forces:R:3 method="wB97M-V/def2-TZVPD" e_above_lowest_ev=4.107 lumo_ev="-1.26 / -1.26" homo_ev="-5.111 / -5.008" max_force_ev_per_a=3.928 orbital_gap_ev="3.849 / 3.746" spin_multiplicity=2
Yb -1.08677 -1.13143 0.40065 1.6322 -1.1415 1.0802
C 0.02776 1.87900 3.51770 -0.8072 -1.3406 0.7526
C 0.08532 1.76415 1.98874 -0.9364 -0.4791 1.2578
N -0.69706 1.06365 1.20447 0.2372 2.9773 1.0688
N -2.07687 1.21509 1.54153 -0.3839 -0.9841 0.2949
C -2.66598 0.42379 2.49675 0.3069 -0.2007 0.5860
N -3.86826 0.87777 2.91521 -0.0700 0.4811 0.2800
S -1.85869 -0.94357 3.14605 -0.8776 0.4809 -0.2360
C 1.14874 2.48971 1.33761 3.4764 1.1269 -1.4409
C 1.48365 3.87557 1.49146 -0.3057 -2.0645 0.4482
C 2.57556 4.38461 0.81756 0.4560 1.2533 -0.6553
C 3.38563 3.56363 0.02189 -0.2251 0.7249 0.0020
C 2.98213 2.24552 -0.11495 0.6880 -0.1108 -0.9587
N 1.91137 1.76113 0.50304 -0.3464 -0.6781 0.3031
H 0.91396 2.32782 4.02553 -0.7016 0.0978 -0.9469
H 0.00426 0.78441 3.93453 -0.1394 1.8581 -0.9317
H -0.91564 2.35321 3.88237 0.6827 -0.2828 -0.2095
H -2.56061 1.28011 0.61559 0.1116 -0.0790 0.4593
H -4.02030 1.90302 2.85500 -0.0740 -1.2938 -0.1271
H -4.42654 0.34085 3.59576 0.7509 0.4789 -0.6984
H 0.98524 4.47631 2.21625 -0.6216 0.4097 0.1463
H 2.76020 5.50190 0.84450 -0.0803 -1.5674 0.1957
H 4.26207 3.99091 -0.50369 -0.7511 -0.5442 0.3372
H 3.53154 1.56848 -0.81765 -0.6384 0.5217 0.8662
Se 1.44601 3.51908 -4.61813 1.2194 0.0787 -0.0557
Se -0.77077 3.13304 -4.19830 -0.9644 -0.8741 -0.1959
Te -0.52483 5.67984 -3.17139 0.7522 0.9929 0.2096
Se -2.66281 4.45336 -3.05877 -0.9133 -0.3381 0.3198
O 1.28498 -0.77561 0.38271 -0.8518 1.7221 0.5204
C 2.28256 -1.71184 0.08046 0.8332 1.6460 -0.2919
C 2.08879 -2.90661 0.94088 0.3336 -1.0805 0.0980
C 0.74772 -3.61907 0.67592 0.7277 -0.9999 -0.5943
C 0.19119 -3.64842 -0.75692 0.2804 1.0567 -0.9882
C 0.94568 -3.95358 -1.92702 0.3201 -0.6274 2.0503
C 0.32309 -4.03210 -3.14047 -0.5884 0.0495 -0.1743
C -1.04712 -3.80553 -3.23353 1.1685 0.5346 0.8531
C -1.66810 -3.30621 -2.09963 -1.1123 -1.5672 -0.4364
N -1.08455 -3.18985 -0.91147 1.5203 -1.0520 0.7257
H 1.56803 0.29312 0.49407 0.0444 -1.5126 -0.8052
H 3.27643 -1.22906 0.24483 -0.4517 -0.5459 -0.1218
H 2.18342 -1.93998 -0.99664 0.3916 -0.2011 0.3979
H 2.06073 -2.66897 2.03505 0.4589 0.0096 -0.9409
H 2.92190 -3.60060 0.72255 -0.2786 0.1739 0.3391
H 0.02669 -3.14426 1.30181 -0.8586 0.0998 0.5481
H 0.89842 -4.64242 1.09987 -0.5657 0.5558 -0.5448
H 1.99456 -4.26056 -1.83050 -0.4302 0.2412 0.0175
H 0.86953 -4.32981 -4.01275 0.2644 -0.0981 -0.2855
H -1.49095 -4.00217 -4.17487 -0.8919 0.1110 -0.4709
H -2.75133 -3.29481 -2.02293 0.0577 0.8113 -0.4650
C -2.97547 -0.19301 -1.98359 -2.5207 -0.0346 -0.1921
O -2.20443 -0.06245 -0.84286 -1.1629 0.9936 -1.6816
H -2.47286 -0.09098 -2.97771 0.0304 0.1773 0.8669
H -3.86707 0.56408 -1.95435 1.4445 -1.1513 -0.3304
H -3.47015 -1.23034 -1.98221 0.3598 1.1847 -0.2455